Record 1
{"formula": "C10H13GaNO2", "method": "wB97M-V/def2-TZVPD", "e_above_lowest_kcal_mol": 95.35, "total_charge": -1, "e_lumo_ha": [0.12379, 0.12482], "homo_lumo_gap_ev": [7.3129, 5.1325], "energy_ha": -2518.72011, "symbols": ["C", "C", "C", "C", "C", "Ga", "C", "C", "C", "N", "H", "H", "H", "H", "H", "H", "H", "H", "H", "H", "C", "C", "O", "O", "H", "H", "H"], "positions_angstrom": [[-2.12578, 0.00381, -1.23604], [-1.17156, 0.40064, -2.21986], [-0.55147, 1.61607, -1.77748], [-1.12834, 1.96607, -0.50917], [-2.10979, 0.96796, -0.18286], [0.24901, -0.07295, -0.02352], [1.58187, -1.14310, -1.55672], [0.66839, -2.12672, -1.40276], [-0.00642, -3.26149, -1.47358], [-0.48688, -1.55003, 0.97980], [0.15955, 2.22607, -2.35183], [-0.96110, -0.12171, -3.16271], [-0.95807, 2.90679, 0.03264], [-2.76552, 0.98695, 0.69372], [-2.77822, -0.87078, -1.30454], [1.57159, -0.52775, -2.46946], [-0.74987, -2.27140, 1.65497], [2.52695, -1.10720, -0.98248], [0.24613, -4.12045, -2.10950], [-0.91895, -3.38518, -0.86561], [1.82249, 1.60541, 3.31125], [0.74498, 1.00506, 2.40732], [-0.36109, 0.73839, 2.80866], [1.25066, 0.87350, 1.19578], [1.41682, 1.77065, 4.30492], [2.14849, 2.55454, 2.87731], [2.68616, 0.93683, 3.36175]]}



Record 2
{"formula": "C10H13MnNPS", "method": "wB97M-V/def2-TZVPD", "e_above_lowest_kcal_mol": 0.00, "total_charge": 1, "e_lumo_ha": [-0.14333, -0.14494], "spin_multiplicity": 4, "homo_lumo_gap_ev": [6.9628, 7.1663], "energy_ha": -2333.86944, "symbols": ["C", "C", "C", "C", "C", "Mn", "P", "H", "H", "H", "H", "H", "H", "H", "H", "S", "C", "N", "C", "C", "C", "C", "H", "H", "H", "H", "H"], "positions_angstrom": [[0.54555, -1.34553, -1.18240], [1.80322, -0.86511, -0.63239], [2.02074, 0.48674, -1.14225], [0.90362, 0.83306, -1.99030], [-0.00112, -0.30704, -2.00388], [0.24615, 0.41861, -0.03002], [0.44065, -0.48973, 2.01790], [0.10103, -2.32293, -1.02312], [2.50084, -1.43559, -0.02029], [2.86995, 1.12604, -0.89007], [-0.94426, -0.35991, -2.53967], [0.81133, 1.73567, -2.59590], [0.08192, 0.29472, 3.16515], [1.67693, -1.04779, 2.46561], [-0.43324, -1.60646, 2.19981], [-1.33650, 1.87476, 0.10858], [-2.53766, 1.25227, 1.20986], [-2.90786, 2.09594, 2.23224], [-3.89846, 1.79161, 3.12878], [-4.58241, 0.60495, 2.97297], [-4.20453, -0.29628, 1.97080], [-3.17827, 0.02443, 1.08504], [-2.39476, 2.97527, 2.33621], [-4.09694, 2.53644, 3.89672], [-5.40296, 0.37574, 3.64897], [-4.72031, -1.24527, 1.87945], [-2.84168, -0.65377, 0.30382]]}



Record 3
{"formula": "C10H13N2P", "method": "wB97M-V/def2-TZVPD", "smiles": "[H]/P=c1/cccc(C)c2c1N[C@@H](C)N2", "e_above_lowest_kcal_mol": 39.27, "e_lumo_ha": -0.00549, "homo_lumo_gap_ev": 6.3186, "energy_ha": -839.58636, "symbols": ["H", "P", "C", "C", "C", "C", "C", "C", "C", "C", "N", "C", "C", "N", "H", "H", "H", "H", "H", "H", "H", "H", "H", "H", "H", "H"], "positions_angstrom": [[1.12267, 0.29241, -3.54000], [1.21023, -1.13512, -3.37966], [0.75395, -1.17641, -1.67978], [0.39187, -2.54820, -1.26531], [-0.09571, -3.05024, -0.11822], [-0.82582, -2.41688, 0.98120], [-0.82867, -1.03278, 1.14794], [-1.64109, -0.45119, 2.28437], [-0.01982, -0.10032, 0.47703], [0.67838, -0.12592, -0.75032], [1.32171, 1.11110, -1.00160], [1.02184, 1.98944, 0.11637], [0.22034, 3.17380, -0.35464], [0.08206, 1.21219, 0.94500], [0.95571, -3.32904, -1.85571], [-0.16300, -4.15215, -0.18936], [-1.45740, -3.07932, 1.48577], [-0.85048, -0.18217, 2.89414], [-1.99162, -1.37156, 2.83611], [-2.36958, 0.30399, 2.13074], [1.11735, 1.43955, -1.95227], [1.98950, 2.22840, 0.58578], [-0.52667, 2.81405, -1.14679], [0.79491, 4.15559, -0.54640], [-0.25754, 3.60495, 0.48409], [-0.63311, 1.82583, 1.41151]]}



Record 4
{"formula": "C10H13N2S2", "method": "wB97M-V/def2-TZVPD", "smiles": "CN1CSc2c1ccc1c2[N@H+](C)CS1", "e_above_lowest_kcal_mol": 45.98, "total_charge": 1, "e_lumo_ha": -0.12245, "homo_lumo_gap_ev": 7.1519, "energy_ha": -1294.36204, "symbols": ["C", "N", "C", "S", "C", "C", "C", "C", "C", "C", "N", "C", "C", "S", "H", "H", "H", "H", "H", "H", "H", "H", "H", "H", "H", "H", "H"], "positions_angstrom": [[-3.91227, -0.48525, 0.14009], [-2.51138, -0.77484, -0.13778], [-2.15905, -2.15619, -0.07898], [-0.37234, -2.36104, -0.02716], [-0.24419, -0.56939, -0.03234], [-1.45627, 0.12760, -0.09055], [-1.45053, 1.59922, -0.24619], [-0.31794, 2.29442, -0.15162], [0.94643, 1.73088, -0.25160], [1.17332, 0.38421, -0.04696], [2.44254, -0.17241, -0.23590], [3.02930, -0.52108, 1.13721], [3.29817, 0.83645, -0.90142], [2.51226, 2.55046, -0.42696], [-3.98135, 0.61262, 0.41551], [-4.46071, -0.69306, -0.72946], [-4.29692, -1.31809, 0.82036], [-2.49318, -2.68990, 0.85647], [-2.56473, -2.77899, -1.01514], [-2.31212, 2.14085, -0.15002], [-0.45214, 3.39010, -0.12668], [2.55890, -1.02159, -0.75243], [2.48977, 0.02673, 1.89822], [2.81904, -1.54203, 1.27867], [4.16308, -0.25646, 1.37661], [4.39879, 0.92916, -0.62375], [3.15353, 0.71761, -1.89822]]}



Record 5
{"formula": "C10H13N3S", "method": "wB97M-V/def2-TZVPD", "smiles": "CCSN1N=CCN1c1ccccc1", "e_above_lowest_kcal_mol": 118.66, "e_lumo_ha": 0.02794, "homo_lumo_gap_ev": 8.3015, "energy_ha": -951.14612, "symbols": ["C", "C", "S", "N", "N", "C", "C", "N", "C", "C", "C", "C", "C", "C", "H", "H", "H", "H", "H", "H", "H", "H", "H", "H", "H", "H", "H"], "positions_angstrom": [[3.49174, 1.21664, -0.28248], [2.23912, 0.54961, -0.02205], [0.76243, 1.59431, -0.49619], [-0.45342, 1.36546, 0.80636], [-0.96954, 2.56304, 1.08558], [-2.23354, 2.54388, 0.85191], [-2.78877, 1.22443, 0.53364], [-1.59417, 0.57951, 0.37998], [-1.32054, -0.65285, -0.18265], [-1.96291, -1.14467, -1.23834], [-1.75975, -2.39609, -1.76911], [-0.76536, -3.17970, -1.17157], [-0.09436, -2.71219, -0.08451], [-0.30363, -1.41398, 0.43151], [3.62224, 1.45476, -1.37466], [3.84631, 2.08598, 0.28161], [4.36991, 0.56073, -0.10933], [2.04058, 0.50270, 1.08315], [2.19409, -0.39393, -0.53175], [-2.92431, 3.44198, 1.17284], [-3.56963, 0.62892, 1.33272], [-3.46837, 1.25740, -0.31750], [-2.66994, -0.44465, -1.63341], [-2.48674, -2.79923, -2.52667], [-0.56128, -4.08673, -1.60598], [0.66383, -3.38367, 0.39749], [0.21319, -1.20544, 1.31292]]}



Record 6
{"formula": "C10H13N5O5PdS2Se", "method": "wB97M-V/def2-TZVPD", "e_above_lowest_kcal_mol": 2.41, "total_charge": -2, "e_lumo_ha": 0.18254, "homo_lumo_gap_ev": 6.7682, "energy_ha": -4364.55683, "symbols": ["Pd", "N", "C", "S", "N", "N", "C", "C", "C", "C", "C", "C", "C", "O", "H", "H", "H", "H", "H", "H", "H", "C", "N", "C", "N", "S", "H", "H", "H", "H", "H", "H", "O", "Se", "O", "O", "O"], "positions_angstrom": [[-0.48099, 0.78837, 0.36858], [1.95102, -1.42967, 3.04739], [1.40331, -0.41341, 2.29086], [-0.16991, 0.17947, 2.74471], [2.15395, 0.08628, 1.35555], [1.49255, 0.95217, 0.51421], [2.21975, 1.62918, -0.29422], [1.77696, 2.56277, -1.31243], [2.75919, 3.05497, -2.17807], [2.48321, 3.97172, -3.17365], [1.16627, 4.42423, -3.30439], [0.17347, 3.96781, -2.46949], [0.42201, 3.01946, -1.43657], [-0.54164, 2.66402, -0.66520], [1.25509, -2.17726, 3.11485], [2.74933, -1.80980, 2.55066], [3.29250, 1.46749, -0.19947], [3.77400, 2.68951, -2.05232], [3.26420, 4.32653, -3.83435], [0.91878, 5.14408, -4.07889], [-0.84774, 4.31489, -2.57110], [-2.91470, -3.00709, 2.13068], [-2.81607, -1.62611, 1.68623], [-2.88992, -1.21900, 0.42998], [-3.11268, -2.10032, -0.54288], [-2.78768, 0.49535, 0.08018], [-3.14899, -2.98899, 3.19556], [-1.98374, -3.55249, 1.97394], [-3.72684, -3.49713, 1.59094], [-2.38485, -0.96814, 2.32007], [-2.48704, -2.99173, -0.47680], [-3.03465, -1.65937, -1.44627], [1.28533, -3.87454, -0.73719], [0.05659, -3.25645, 0.12438], [0.25898, -3.50419, 1.73802], [-0.15811, -1.64929, -0.18114], [-1.37097, -4.01333, -0.30237]]}